Formula: C3H5HoO4
Source: OMol25
Level of theory: the ωB97M-V functional and the def2-TZVPD basis

Element x y z (Å)
C 1.735 0.805 0.204
O 0.443 0.353 0.554
C 0.028 0.486 1.956
H 2.496 0.257 0.778
H 1.875 0.616 -0.865
H 1.827 1.883 0.404
H 0.207 1.542 2.242
H 0.686 -0.180 2.548
Ho -1.702 -0.295 -0.050
O -1.274 0.123 1.955
C -2.100 -1.874 -3.246
O -2.276 -2.471 -4.206
O -1.946 -1.245 -2.274

Properties
orbital gap (spin up / spin down)	8.31 / 8.54	eV
net charge	+2
energy relative to the best compared isomer or geometry (same formula, charge and spin)	0.0	kcal/mol
spin multiplicity	5
highest occupied orbital energy (spin up / spin down)	-18.9 / -18.9	eV
DFT total energy	-37162.955	eV